Record 1
A single C4H9NO2 molecule in a non-equilibrium geometry, computed with the ωB97M-V functional and the def2-TZVPD basis.

## Properties
LUMO energy ... 0.027 hartree
HOMO energy ... -9.052 eV
SMILES string ... N[C@H](CO)CC=O
2S+1 ... 1
Orbital gap ... 9.8 eV
Charge ... 0
Energy above the lowest of the compared OMol25 structures with the same formula, charge and spin ... 43.1 kcal/mol

Structure (XYZ):
```
16
C4H9NO2 the ωB97M-V functional and the def2-TZVPD basis
C 0.525 0.914 1.448
O 1.084 2.217 1.227
C -0.063 0.386 0.138
C -0.569 -1.040 0.376
C -1.085 -1.823 -0.818
O -1.315 -1.437 -1.927
N 0.959 0.356 -0.907
H -0.182 0.985 2.277
H 1.359 0.257 1.692
H 0.715 2.849 1.843
H -0.863 1.036 -0.221
H -1.310 -1.128 1.164
H 0.297 -1.642 0.662
H -1.246 -2.895 -0.554
H 1.089 1.255 -1.345
H 1.852 0.061 -0.532
```

---

Record 2
A molecular structure, C4H9NO2, computed with the ωB97M-V functional and the def2-TZVPD basis.

## Properties
LUMO energy (spin up / spin down) ... 0.002 / 0.008 hartree
HOMO energy (spin up / spin down) ... -7.737 / -7.731 eV
2S+1 ... 1
Orbital gap (spin up / spin down) ... 7.8 / 8.0 eV
Charge ... 0
Energy above the lowest of the compared OMol25 structures with the same formula, charge and spin ... 159.1 kcal/mol

Structure (XYZ):
```
16
C4H9NO2 the ωB97M-V functional and the def2-TZVPD basis
C 2.075 -0.685 0.360
O 1.239 -0.091 1.171
C 0.112 0.535 0.877
C -0.916 0.062 -0.038
N -2.040 0.675 -0.196
O -2.100 1.865 0.528
C -0.797 -1.224 -0.810
H 3.005 -0.983 0.831
H 1.714 -1.211 -0.515
H 1.954 0.955 -0.666
H 1.292 1.382 -0.535
H -0.191 1.211 1.665
H -3.006 2.159 0.365
H -0.470 -2.051 -0.171
H -0.091 -1.139 -1.644
H -1.780 -1.460 -1.220
```

---

- What is the formula in the first record?
  C4H9NO2

---

- Which formula does entry 2 have?
  C4H9NO2

---

- The lowest energy above the lowest of the compared OMol25 structures with the same formula, charge and spin belongs to which entry?
  number 1